Computed, not measured: a cluster of 9 separate species, C55H54BrI2N9O2 in total in a non-equilibrium geometry, with ωB97M-V/def2-TZVPD.

```
! RIJCOSX wB97M-V def2-TZVPD def2/J DEFGRID3
* xyz 0 1
C -0.85173 4.83432 1.65689
C -0.66570 3.60410 0.69312
C -0.66751 4.18811 -0.76034
C -1.84798 2.65874 0.96917
C -1.67884 1.18284 0.45972
C -0.26380 0.65573 0.39081
C 0.27414 0.11140 -0.82425
Br -0.81600 0.09287 -2.44466
C 1.54452 -0.40174 -0.90293
C 2.39164 -0.40640 0.22548
C 1.91270 0.12454 1.40693
I 3.18342 0.18435 3.12247
C 0.59496 0.63166 1.48176
I -0.04695 1.36824 3.38201
C 3.78707 -1.00539 0.08800
O 4.39313 -1.54894 0.98875
C 4.42122 -0.94179 -1.26761
C 3.61577 -0.94459 -2.33497
N 4.06730 -0.93859 -3.64746
C 2.10801 -1.00904 -2.16867
O 1.46420 -1.56427 -3.03267
H -1.68553 5.44738 1.28591
H 0.06932 5.41447 1.77673
H -1.17210 4.42560 2.62864
H 0.32363 3.20176 0.93618
H -1.26049 3.59889 -1.46918
H 0.38413 4.29469 -1.06308
H -1.05596 5.21577 -0.72312
H -2.15714 2.65203 2.01908
H -2.71716 3.07098 0.42593
H -2.20754 0.53545 1.18121
H -2.22890 1.09248 -0.47982
H 5.50312 -0.91753 -1.39298
H 4.97100 -0.49400 -3.75472
H 3.38000 -0.59612 -4.30702
N 5.28854 -4.37606 -5.26326
C 5.13087 -5.67446 -5.52499
C 4.01453 -6.40421 -5.14729
C 3.00544 -5.75040 -4.45642
C 3.14947 -4.40144 -4.17341
C 4.30488 -3.76240 -4.59794
H 5.94656 -6.14372 -6.06517
H 3.93771 -7.45599 -5.38809
H 2.11741 -6.28605 -4.14352
H 2.38494 -3.85548 -3.63769
H 4.46700 -2.69634 -4.40498
N 4.68791 3.19433 -0.27562
C 5.48141 4.22542 -0.56620
C 6.85234 4.22565 -0.35846
C 7.43331 3.09173 0.18573
C 6.62661 2.00977 0.49666
C 5.26756 2.11311 0.24557
H 4.98238 5.09177 -0.98700
H 7.44763 5.09119 -0.61597
H 8.50060 3.05186 0.36487
H 7.03995 1.10559 0.92361
H 4.59800 1.29203 0.46966
N -1.46461 1.87412 6.69414
C -1.59875 2.60615 7.80046
C -2.69138 2.52567 8.64978
C -3.70536 1.63737 8.33192
C -3.58736 0.86833 7.18613
C -2.45190 1.02345 6.40658
H -0.78254 3.28926 8.00785
H -2.74588 3.14313 9.53633
H -4.57644 1.54548 8.96914
H -4.35734 0.16375 6.90257
H -2.31479 0.44010 5.50177
N -2.54672 -1.93024 1.46775
C -3.03656 -2.70458 2.43505
C -2.42569 -3.86820 2.87215
C -1.24100 -4.25173 2.26740
C -0.71667 -3.46231 1.25746
C -1.40235 -2.31342 0.89343
H -3.96757 -2.36493 2.87589
H -2.86685 -4.45754 3.66444
H -0.73191 -5.15535 2.57873
H 0.20654 -3.73086 0.76084
H -1.04499 -1.63875 0.14696
N -5.02392 -3.12147 -1.26046
C -5.70573 -3.77535 -2.20122
C -5.49490 -3.61068 -3.56172
C -4.52221 -2.71209 -3.96866
C -3.80266 -2.02076 -3.00890
C -4.09048 -2.26219 -1.67325
H -6.45847 -4.46526 -1.83466
H -6.07759 -4.17119 -4.28100
H -4.32586 -2.55389 -5.02121
H -3.03500 -1.31037 -3.28526
H -3.55205 -1.74737 -0.88439
N 6.35576 -0.32565 -6.46673
C 6.02474 0.65000 -7.31499
C 5.14780 0.48448 -8.37546
C 4.58309 -0.76630 -8.57100
C 4.91397 -1.79444 -7.70386
C 5.79965 -1.52381 -6.67205
H 6.49277 1.61013 -7.12501
H 4.91391 1.31303 -9.03029
H 3.89386 -0.93671 -9.38897
H 4.49598 -2.78513 -7.82180
H 6.08399 -2.29658 -5.96869
N -1.02771 3.29310 12.79191
C -1.15360 4.02915 13.89588
C -2.24203 3.95534 14.75201
C -3.26042 3.06923 14.44269
C -3.15031 2.29591 13.29880
C -2.01769 2.44521 12.51312
H -0.33392 4.71065 14.09579
H -2.28941 4.57607 15.63639
H -4.12824 2.98214 15.08458
H -3.92389 1.59238 13.02176
H -1.88447 1.85897 11.60980
N -5.97932 0.65915 -6.49636
C -6.36586 0.93739 -7.74113
C -6.77886 -0.02203 -8.65348
C -6.78795 -1.34735 -8.25204
C -6.38838 -1.65882 -6.96287
C -5.99661 -0.62283 -6.12876
H -6.33956 1.98737 -8.01196
H -7.08453 0.26282 -9.65107
H -7.10267 -2.12716 -8.93448
H -6.38124 -2.68212 -6.61094
H -5.68083 -0.81580 -5.11227
*
```

Output
HOMO level: -8.34 eV
LUMO energy: -0.9 eV
Kohn-Sham gap: 7.46 eV

Computed, not measured: a structure of composition C55H55N10O6PbSi in a non-equilibrium geometry, with ωB97M-V/def2-TZVPD.

```
! RIJCOSX wB97M-V def2-TZVPD def2/J DEFGRID3
* xyz -1 1
Pb -1.39830 0.38750 -0.20844
C 4.25316 -1.87204 0.21929
N 3.07855 -2.18479 1.00281
C 1.93395 -1.50401 1.08372
N 1.21775 -1.97803 2.08080
C 1.98054 -3.01204 2.55171
N 3.11739 -3.19327 1.91249
C 5.11564 -0.81607 0.83820
C 6.34320 -0.48427 0.26435
C 7.19745 0.39024 0.92062
C 6.86701 0.94186 2.14466
C 5.61435 0.66526 2.66820
C 4.76095 -0.23053 2.02011
C 5.18350 1.22354 3.93023
N 5.92659 1.82767 4.79808
N 5.06386 2.31923 5.78096
C 3.87406 1.97898 5.39168
O 3.87740 1.31961 4.22961
C 2.64891 2.39293 6.02037
C 2.60686 2.77733 7.34611
C 1.43976 3.19590 7.93775
C 0.28506 3.33068 7.18871
C 0.30029 2.94347 5.86630
C -0.94550 3.06942 5.01568
N -1.67718 1.80509 4.83539
C -1.54602 0.92015 3.82834
N -2.37872 -0.09412 4.00708
C -3.00402 0.23731 5.16640
N -2.62747 1.37356 5.71463
C 1.46712 2.43909 5.26587
H 3.86826 -1.58022 -0.77432
H 4.81844 -2.76913 0.09957
H 1.67730 -0.69527 0.42143
H 1.68673 -3.66438 3.36543
H 6.66455 -0.98039 -0.63996
H 8.17602 0.66355 0.49773
H 7.48793 1.62387 2.69197
H 3.81007 -0.44389 2.45994
H 3.50190 2.79669 7.94442
H 1.43878 3.43233 8.96814
H -0.65601 3.70550 7.58435
H -0.73039 3.37509 3.98193
H -1.71247 3.72930 5.45283
H -0.88275 1.06403 2.97430
H -3.72947 -0.39322 5.61802
H 1.43444 2.08897 4.24894
C -2.62329 0.47739 -2.16700
Si -3.28508 -1.16640 -2.53503
C -1.78422 -2.19548 -3.11462
N -0.71355 -2.40569 -2.14209
C -1.13179 -3.44389 -1.17656
C 0.08419 -4.13356 -0.55886
C 0.86585 -4.88955 -1.64924
C 0.78269 -4.17155 -3.00854
C 0.59914 -2.68073 -2.75949
C -4.54753 -1.32327 -3.93396
C -5.90114 -1.54587 -3.71533
C -6.81168 -1.60608 -4.76613
C -6.37818 -1.55936 -6.06687
C -5.04415 -1.28774 -6.32258
C -4.15581 -1.14972 -5.26741
C -4.09539 -1.77576 -0.97640
C -4.31633 -0.89160 0.08300
C -4.94398 -1.32450 1.25626
C -5.36483 -2.63374 1.37220
C -5.16623 -3.53495 0.32921
C -4.50812 -3.07131 -0.81533
H -3.40897 1.20106 -1.94388
H -1.91984 0.84484 -2.92538
H -1.42473 -1.58735 -3.96818
H -2.09760 -3.18820 -3.54884
H -1.75989 -4.20913 -1.66298
H -1.74111 -2.99778 -0.39466
H -0.25615 -4.77877 0.21240
H 0.72004 -3.40767 -0.13304
H 0.44755 -5.92242 -1.78191
H 1.88327 -5.00283 -1.33551
H -0.02954 -4.59490 -3.60085
H 1.70238 -4.30663 -3.57667
H 0.67650 -2.04993 -3.64371
H 1.35365 -2.28746 -2.03347
H -6.26829 -1.60766 -2.69851
H -7.85795 -1.77874 -4.56607
H -7.10944 -1.67244 -6.84486
H -4.72638 -1.13767 -7.34958
H -3.10892 -0.85892 -5.50303
H -4.14575 0.19732 0.01716
H -5.06042 -0.60847 2.05351
H -5.81095 -3.01170 2.26949
H -5.45789 -4.58510 0.42111
H -4.28266 -3.79634 -1.55925
O -4.03226 1.97434 1.44562
H -3.91546 2.51652 0.60524
H -3.25532 2.22805 1.95747
O 1.06149 1.66589 2.18425
H 1.07673 2.15666 1.35383
H 1.33048 0.76182 1.98169
O -2.14479 -3.00667 2.52739
H -1.43237 -2.39026 2.73647
H -2.92555 -2.45395 2.31233
O -3.48584 3.45971 -0.76148
C -2.29872 3.59245 -0.99564
N -1.32617 2.85897 -0.38872
C -0.10936 3.40418 -0.72092
O 0.97073 3.18902 -0.17580
C -0.33086 4.37834 -1.83290
C 0.59928 5.03439 -2.60506
C 0.02825 5.77295 -3.63683
C -1.36923 5.94932 -3.80268
C -2.26762 5.35446 -2.93012
C -1.66069 4.54414 -1.97632
H 1.68774 4.90206 -2.53895
H 0.62593 6.31722 -4.30288
H -1.67763 6.48778 -4.70983
H -3.33453 5.38655 -2.97678
C 0.61773 0.48093 -1.56322
C 1.66373 0.42869 -2.19320
C 2.83804 0.30102 -2.96897
C 4.08507 0.61388 -2.41306
C 5.26967 0.36002 -3.10659
C 5.24663 -0.20486 -4.33474
C 4.00063 -0.44693 -4.96060
C 2.81909 -0.22240 -4.28468
H 4.03643 0.98151 -1.37994
H 6.21326 0.55917 -2.58636
H 6.18088 -0.41846 -4.87163
H 4.02117 -0.82635 -5.98077
H 1.88655 -0.35233 -4.79059
*
```

Output
HOMO level: -5.35 eV
energy relative to the best compared isomer or geometry (same formula, charge and spin): 0.00 kcal per mole
LUMO energy: 1.9 eV
Kohn-Sham gap: 7.22 eV

Computed, not measured: a structure of composition C55H56ClN4O7TaTe in a non-equilibrium geometry, with ωB97M-V/def2-TZVPD.

```
! RIJCOSX wB97M-V def2-TZVPD def2/J DEFGRID3
* xyz 1 2
Ta 0.08322 -1.47772 0.54890
C -1.18829 -4.00738 3.36392
C -2.42835 -3.85322 2.52688
C -3.35996 -4.88416 2.45223
C -4.53816 -4.73312 1.74020
C -4.81326 -3.52791 1.11282
C -3.90596 -2.47394 1.16555
C -4.23158 -1.15504 0.52750
C -2.69714 -2.66625 1.84451
N -1.69832 -1.63625 1.85556
C -2.01412 -0.60302 2.67006
O -3.03561 -0.43435 3.32195
C -0.87659 0.35831 2.79117
C -0.83848 1.35523 3.75033
C 0.33083 2.08043 3.91207
C 1.43494 1.77241 3.12146
C 1.30518 0.78680 2.16714
N 0.17111 0.09410 2.00643
C 2.48851 0.20849 1.43822
O 3.57473 0.75345 1.50097
N 2.17193 -0.98753 0.85176
C 3.26014 -1.92896 0.85417
C 3.50983 -2.63366 2.03370
C 2.68922 -2.40966 3.27443
C 4.56603 -3.53563 2.05197
C 5.35291 -3.73694 0.92639
C 5.09509 -3.01683 -0.22656
C 4.05182 -2.09525 -0.27254
C 3.82603 -1.25787 -1.49738
H -1.31774 -4.82654 4.06926
H -0.98449 -3.09834 3.93156
H -0.30768 -4.21824 2.75246
H -3.15836 -5.81064 2.97526
H -5.25059 -5.54485 1.69216
H -5.74775 -3.39158 0.58316
H -4.99659 -1.27512 -0.23885
H -4.59937 -0.46204 1.28816
H -3.34663 -0.70519 0.07696
H -1.71777 1.49712 4.36221
H 0.39923 2.84631 4.67246
H 2.39863 2.24853 3.23611
H 1.61755 -2.42353 3.06769
H 2.92740 -1.44664 3.73597
H 2.89617 -3.18421 4.01135
H 4.77240 -4.08306 2.96359
H 6.17095 -4.44363 0.95372
H 5.71517 -3.15345 -1.10357
H 4.51452 -1.54465 -2.29254
H 4.01552 -0.20698 -1.25759
H 2.80353 -1.37083 -1.86172
O -1.42869 -3.07001 -0.57207
H -2.19771 -3.26201 -0.00272
H -1.76325 -2.93872 -1.47091
O 1.65154 0.64267 -2.46611
H 2.60904 0.53155 -2.53296
H 1.29730 0.39044 -3.32520
C 2.26015 7.46364 -3.91840
C 1.75987 6.22074 -3.24105
C 2.62981 5.34422 -2.60994
C 2.18186 4.19271 -1.96789
C 3.23721 3.33777 -1.29844
C 0.80845 3.93006 -1.98540
Te 0.17307 2.36812 -0.75084
N -0.82031 -0.12725 -0.59922
C -1.25559 0.26883 -1.70477
O -0.97621 1.55315 -2.13917
C -2.10983 -0.52494 -2.62769
C -3.46041 -0.26805 -2.81858
C -4.20535 -1.08961 -3.65410
C -3.60436 -2.15415 -4.30960
C -2.24724 -2.39872 -4.13799
C -1.49994 -1.58578 -3.29834
C -1.18076 3.45903 0.45136
C -2.55671 3.28668 0.57876
C -3.42812 2.47239 -0.33510
C -3.20500 3.95432 1.61869
C -2.53695 4.76796 2.51543
C -3.25365 5.44281 3.64930
C -1.16641 4.93966 2.33828
C -0.47004 4.29348 1.33123
C 1.00137 4.60101 1.19383
C -0.10069 4.78628 -2.61115
C -1.59004 4.56667 -2.63023
C 0.40117 5.91620 -3.23718
H 3.31625 7.62927 -3.71729
H 1.70442 8.33824 -3.58032
H 2.12930 7.39316 -4.99888
H 3.69221 5.55656 -2.60716
H 4.02424 3.10176 -2.01590
H 2.88543 2.38803 -0.88660
H 3.70925 3.87871 -0.47637
H -3.93938 0.55860 -2.31142
H -5.25963 -0.89444 -3.79211
H -4.19045 -2.79145 -4.95677
H -1.77147 -3.21912 -4.65723
H -0.44623 -1.78751 -3.13787
H -2.86958 1.95001 -1.09985
H -4.13370 3.13387 -0.84310
H -4.00817 1.74965 0.23803
H -4.27651 3.82232 1.71731
H -4.33285 5.34244 3.55163
H -3.00844 6.50375 3.69231
H -2.96231 5.00256 4.60422
H -0.61975 5.59412 3.00754
H 1.39276 4.96282 2.14364
H 1.16449 5.37164 0.43831
H 1.63351 3.74325 0.92200
H -1.88055 3.54222 -2.39194
H -1.98120 4.79538 -3.62098
H -2.07970 5.23564 -1.92055
H -0.29409 6.58037 -3.73750
Cl 4.00504 -8.63020 -1.80880
C 3.18052 -7.17426 -1.36426
C 2.62761 -6.37994 -2.36021
C 1.98236 -5.21078 -2.00336
C 1.88105 -4.85811 -0.66134
C 2.42643 -5.66899 0.32840
C 3.09042 -6.83024 -0.02365
C 1.21171 -3.61482 -0.28408
O 1.03479 -2.66010 -1.09949
O 0.77182 -3.43362 0.91359
H 2.70816 -6.68099 -3.39462
H 1.55845 -4.56591 -2.76030
H 2.34495 -5.37523 1.36480
H 3.53540 -7.46677 0.72669
*
```

Output
HOMO level (spin up / spin down): -8.73 / -10.78 eV
energy relative to the best compared isomer or geometry (same formula, charge and spin): 0.00 kcal per mole
LUMO energy (spin up / spin down): -2.9 / -2.9 eV
Kohn-Sham gap (spin up / spin down): 5.84 / 7.87 eV

Computed, not measured: a structure of composition C55H56IN3OP3SSeSn in a non-equilibrium geometry, with ωB97M-V/def2-TZVPD.

```
! RIJCOSX wB97M-V def2-TZVPD def2/J DEFGRID3
* xyz 1 1
Sn -0.96236 1.22206 1.34194
I 3.75928 -0.12835 2.02067
C 5.51197 0.86292 1.47515
C 6.30391 1.13196 2.58885
C 7.53924 1.77498 2.44267
C 7.95781 2.13120 1.16576
C 7.16494 1.84336 -0.02932
C 7.63929 2.21010 -1.30904
C 6.93694 1.81185 -2.45839
C 5.65932 1.21897 -2.27844
C 5.13625 0.95160 -1.02806
P 3.47438 0.14651 -1.00775
C 3.75379 -1.35167 -2.01739
C 4.45950 -2.35830 -1.38692
C 4.51796 -3.60885 -1.98655
C 3.96915 -3.85638 -3.26763
C 3.37208 -2.78584 -3.91304
C 3.27803 -1.51321 -3.31406
C 2.36120 1.17843 -1.94410
C 1.01465 0.85417 -2.17939
C 0.21687 1.67896 -2.98448
C 0.79177 2.74859 -3.67414
C 2.05405 3.17689 -3.27387
C 2.74589 2.49317 -2.30972
C 5.93500 1.15263 0.12953
H 5.97557 1.02513 3.59985
H 8.24760 2.06068 3.24321
H 8.93929 2.62786 0.96257
H 8.60712 2.70800 -1.40528
H 7.34252 2.00516 -3.45047
H 5.06893 0.97516 -3.18653
H 4.94937 -2.15598 -0.42837
H 5.19078 -4.37870 -1.62034
H 3.94374 -4.86715 -3.76947
H 2.92877 -2.95691 -4.86379
H 2.82879 -0.72434 -3.90941
H 0.55894 -0.08250 -1.78179
H -0.89400 1.49497 -3.01026
H 0.29066 3.25798 -4.50514
H 2.51125 4.05900 -3.66208
H 3.74310 2.87830 -1.99045
C -3.73358 2.31548 3.21252
C -2.76141 3.50075 3.40991
P -1.00579 2.94090 3.40708
C 0.08294 4.35358 3.31184
C 1.16626 4.23810 2.45734
C 1.95125 5.35345 2.14452
C 1.63487 6.59487 2.67330
C 0.60469 6.70215 3.58496
C -0.21334 5.62704 3.90902
C -0.36549 1.94105 4.78488
C -1.03429 0.74037 4.98744
C -0.69893 -0.00485 6.10386
C 0.38206 0.39089 6.89200
C 1.11823 1.51942 6.61522
C 0.74771 2.34356 5.55600
C -4.21964 2.06221 1.80407
P -3.47579 0.58230 0.89908
C -4.15041 0.29279 -0.73847
C -3.47637 -0.39741 -1.74791
C -4.10933 -0.69456 -2.96614
C -5.37959 -0.15415 -3.19716
C -6.03995 0.52062 -2.21569
C -5.48604 0.66175 -0.96092
C -3.84287 -0.93605 1.87567
C -3.12927 -2.10689 1.56989
C -3.34614 -3.31287 2.24427
C -4.18130 -3.32478 3.40952
C -4.90616 -2.19895 3.70105
C -4.76898 -1.04147 2.92665
H -4.62542 2.36831 3.89305
H -3.31140 1.37841 3.64837
H -2.88552 3.99682 4.41811
H -2.83843 4.28130 2.58338
H 1.34045 3.23527 1.99683
H 2.78867 5.23184 1.43306
H 2.20555 7.42942 2.35547
H 0.37175 7.64737 4.06460
H -1.04274 5.73418 4.64358
H -1.90427 0.54128 4.35461
H -1.33101 -0.83478 6.33814
H 0.69216 -0.19489 7.68747
H 1.99197 1.80149 7.18728
H 1.18991 3.29951 5.37979
H -3.97172 2.90035 1.20540
H -5.26857 1.85317 1.77893
H -2.46917 -0.72546 -1.51387
H -3.67050 -1.40349 -3.63629
H -5.80051 -0.24060 -4.17283
H -6.94686 1.07167 -2.41403
H -6.05544 1.24929 -0.21178
H -2.38598 -2.00359 0.83167
H -2.81935 -4.24616 1.92205
H -4.32470 -4.26733 3.90365
H -5.57776 -2.23817 4.56218
H -5.56826 -0.29409 3.08624
O -0.39481 -1.49527 2.90910
H 0.56913 -1.62189 2.78872
H -0.69742 -2.34867 3.29726
Se -1.85070 4.68614 -2.37699
C -1.42368 3.60656 -1.03529
N -1.20654 3.02278 -0.00250
C -2.06196 -6.42588 -1.58862
C -3.23909 -5.54591 -2.09136
N -3.00539 -5.08820 -3.44530
C -2.12539 -4.09063 -3.71948
S -1.28672 -3.22175 -2.53561
N -1.97508 -3.72924 -5.00192
C -2.43765 -4.36723 -6.19251
C -1.55970 -5.56920 -6.58494
H -2.17291 -6.69621 -0.53425
H -1.26673 -5.70848 -1.72767
H -1.92547 -7.33192 -2.21961
H -3.21964 -4.63657 -1.48535
H -4.23352 -6.01021 -1.98804
H -3.35055 -5.62803 -4.28093
H -1.23092 -2.99888 -5.07472
H -2.41537 -3.55004 -6.99171
H -3.49937 -4.65091 -6.06048
H -0.52344 -5.44503 -6.25144
H -1.46122 -5.65701 -7.69259
H -1.97536 -6.49126 -6.11717
*
```

Output
HOMO level: -8.33 eV
energy relative to the best compared isomer or geometry (same formula, charge and spin): 7.26 kcal per mole
LUMO energy: -2.7 eV
Kohn-Sham gap: 5.58 eV

Here are the calculated total energy numbers, same order: -161658.1625 -98241.2397 -99604.8809 -182434.0693 (eV).